Entry 1:
{"formula": "C3H5NS2", "method": "ωB97M-V/def2-TZVPD", "symbols": ["S", "S", "N", "C", "C", "C", "H", "H", "H", "H", "H"], "positions_angstrom": [[3.503, -0.396, 0.225], [-1.689, 1.512, 0.335], [1.249, 1.265, -0.147], [-1.172, -1.230, 0.182], [-1.149, 0.201, -0.405], [2.354, 0.713, 0.043], [-1.786, -1.932, -0.372], [-0.849, 0.388, -1.404], [-1.386, -1.214, 1.300], [-0.161, -1.571, 0.340], [1.086, 2.265, -0.097]], "molar_mass_g_mol": 119.2, "total_energy_ev": -26350.759, "gap_ev": 8.306, "de_lowest_kcal_mol": 45.5, "smiles": "N=C=S.CC=S", "multiplicity": 1, "homo_ev": -8.6, "max_force_ev_per_a": 4.27}

Entry 2:
{"formula": "C3H6INOS", "method": "ωB97M-V/def2-TZVPD", "symbols": ["I", "S", "O", "N", "C", "C", "C", "H", "H", "H", "H", "H", "H"], "positions_angstrom": [[-2.020, 0.044, -2.563], [0.742, -0.162, -1.179], [1.136, -1.521, -1.080], [1.694, 0.672, -2.032], [0.205, 0.438, 0.445], [-1.053, -0.160, 0.988], [0.286, -0.454, 1.646], [0.596, -1.433, 1.257], [0.487, -0.158, 2.680], [-1.595, -1.044, 0.384], [0.014, 1.514, 0.234], [-1.757, 0.602, 1.397], [1.265, 1.662, -2.176]], "molar_mass_g_mol": 231.1, "total_energy_ev": -25677.740, "gap_ev": [6.841, 6.812], "de_lowest_kcal_mol": 93.3, "multiplicity": 1, "homo_ev": [-9.1, -9.1], "max_force_ev_per_a": 2.95}

Entry 3:
{"formula": "C28H54BCl2N3O14PS", "method": "ωB97M-V/def2-TZVPD", "symbols": ["Cl", "Cl", "S", "P", "O", "O", "O", "O", "O", "O", "O", "O", "O", "O", "O", "O", "O", "O", "N", "N", "N", "C", "C", "C", "C", "C", "C", "C", "C", "C", "C", "C", "C", "C", "C", "C", "C", "C", "C", "C", "C", "C", "C", "C", "C", "C", "C", "C", "C", "B", "H", "H", "H", "H", "H", "H", "H", "H", "H", "H", "H", "H", "H", "H", "H", "H", "H", "H", "H", "H", "H", "H", "H", "H", "H", "H", "H", "H", "H", "H", "H", "H", "H", "H", "H", "H", "H", "H", "H", "H", "H", "H", "H", "H", "H", "H", "H", "H", "H", "H", "H", "H", "H", "H"], "positions_angstrom": [[0.089, 4.300, -3.777], [4.351, 0.724, 2.985], [4.354, -2.767, -4.605], [2.736, 0.937, 1.409], [-3.963, -5.899, 1.673], [4.306, -1.595, 1.256], [-0.733, -3.217, 2.596], [-4.700, 2.735, 0.913], [3.943, 1.653, 0.434], [-6.153, 4.453, 1.076], [-0.819, -0.957, 2.776], [-5.609, -5.190, 3.052], [-6.940, 2.462, 0.798], [2.302, -1.596, -0.019], [1.564, 1.187, 0.138], [1.856, -2.900, -3.642], [1.534, 3.177, -1.116], [-5.953, -6.678, 1.389], [2.327, 2.408, 2.339], [1.489, -5.040, -3.516], [2.749, -4.853, -4.016], [-0.875, 2.876, -0.510], [-6.468, 0.385, 1.989], [3.900, -1.037, -4.220], [2.001, 1.810, -0.973], [1.430, 1.878, -3.533], [1.485, 1.075, -2.220], [1.391, 0.027, 2.529], [2.463, 4.725, 3.011], [5.111, -0.200, -3.874], [-3.001, -5.083, 2.377], [4.737, 1.102, -3.164], [-5.204, -5.854, 2.133], [-5.819, 3.171, 0.925], [0.985, -3.889, -3.300], [-1.182, -2.130, 2.245], [0.083, -0.184, 1.849], [4.362, 0.833, -1.697], [-6.751, 1.047, 0.657], [-2.556, -5.744, 3.662], [0.472, 3.550, -0.263], [0.084, 2.507, -3.893], [2.928, -3.579, -4.065], [3.581, 1.925, -0.904], [2.567, -2.976, -0.221], [3.039, 3.646, 2.079], [4.133, 3.265, -1.348], [-5.036, 5.322, 1.288], [-7.311, -6.773, 1.814], [3.166, -0.931, 0.844], [-5.960, 0.845, -0.065], [1.526, 5.105, 2.600], [0.331, 4.613, -0.435], [3.178, -1.049, -3.417], [3.830, -0.117, -1.662], [0.025, -3.653, -2.901], [5.745, -0.756, -3.185], [3.517, -3.141, -0.721], [-4.286, 5.192, 0.511], [-7.766, -5.789, 1.897], [5.287, 0.669, -1.157], [-7.372, -7.296, 2.767], [-3.410, -4.090, 2.557], [1.777, -3.413, -0.820], [3.130, 5.576, 3.112], [-5.518, 0.726, 2.400], [2.579, -3.527, 0.714], [-4.598, 5.137, 2.267], [-5.420, 6.337, 1.251], [5.721, -0.016, -4.754], [-7.836, -7.348, 1.055], [-2.157, -4.973, 1.706], [-1.369, 3.332, -1.361], [4.130, -2.246, 1.939], [-1.502, 3.100, 0.352], [-0.447, 0.740, 1.667], [4.093, 3.563, 2.297], [2.183, 2.650, -3.607], [0.171, -0.774, 0.945], [0.490, 0.678, -2.041], [1.815, -0.958, 2.743], [2.835, 3.993, 1.065], [1.328, 2.561, 2.361], [-1.762, -5.162, 4.126], [-6.424, -0.698, 1.874], [1.645, 1.170, -4.333], [-0.823, 1.797, -0.571], [1.297, 0.525, 3.485], [-0.109, 2.322, -4.941], [2.225, 4.284, 3.974], [-7.683, 0.668, 0.241], [3.879, 4.049, -0.646], [2.099, 0.208, -2.416], [3.410, -0.656, -5.109], [-0.751, 2.093, -3.345], [4.000, 1.664, -3.725], [-7.247, 0.633, 2.710], [-1.968, -2.049, 1.472], [0.719, 3.446, 0.788], [-3.384, -5.828, 4.366], [5.643, 1.698, -3.175], [3.717, 3.575, -2.296], [5.215, 3.230, -1.385], [-2.190, -6.752, 3.463]], "molar_mass_g_mol": 801.5, "total_energy_ev": -108895.909, "gap_ev": 6.860, "de_lowest_kcal_mol": 13.9, "charge": -1, "multiplicity": 1, "homo_ev": -4.8, "max_force_ev_per_a": 2.11}

Entry 4:
{"formula": "C4H10N", "method": "ωB97M-V/def2-TZVPD", "symbols": ["N", "C", "C", "C", "C", "H", "H", "H", "H", "H", "H", "H", "H", "H", "H"], "positions_angstrom": [[-1.043, -0.107, 0.232], [1.945, -0.514, -0.187], [-0.936, -1.168, -0.463], [-2.054, 0.958, 0.030], [2.287, 0.594, 0.505], [-0.272, 0.055, 0.878], [2.517, 1.251, -0.325], [-1.812, -1.638, -0.876], [-1.621, 1.624, -0.717], [-2.996, 0.491, -0.246], [2.343, -0.836, -1.144], [1.761, -1.373, 0.452], [2.039, 0.821, 1.530], [-2.163, 1.525, 0.947], [0.005, -1.684, -0.616]], "molar_mass_g_mol": 72.1, "total_energy_ev": -5790.671, "gap_ev": 9.058, "de_lowest_kcal_mol": 73.5, "charge": 1, "multiplicity": 1, "homo_ev": -14.5, "max_force_ev_per_a": 3.85}